[1]
The following is a DFT calculation (the ωB97M-V functional and the def2-TZVPD basis) of a structure of composition C13H25ClNO4P2Tl.

Positions of all 47 atoms, in Å:
C  0.4289  -0.1187  -5.4834
C  1.0711  -0.0641  -4.1633
H  1.3484  -0.1222  -6.1519
H  -0.3318  0.7209  -5.6098
H  -0.2450  -1.0376  -5.5588
O  1.7662  0.3845  -3.3445
Cl  -3.4948  0.4104  -3.0478
Tl  -0.9780  -0.2876  -2.6985
P  -0.2733  2.4568  -0.6976
C  1.0324  3.4069  0.2399
C  -0.1752  3.4463  -2.2324
H  -0.3838  4.5002  -2.0025
H  -1.7263  4.4271  -0.2786
H  -0.9041  3.0863  -2.9678
H  -2.6186  2.8616  -0.2629
H  2.0101  2.9658  -0.0073
H  0.8253  3.3743  -2.6708
C  -1.7010  3.3750  0.0575
H  1.0378  4.4781  -0.0372
H  -1.6443  3.3364  1.1579
H  0.8663  3.3037  1.3291
P  -0.0136  -2.5113  -0.3039
C  1.3376  -3.2186  0.7426
C  -1.3755  -3.4055  0.5517
H  -0.5557  -3.4492  -2.4862
H  -0.0198  -4.7285  -1.3491
H  1.1747  -3.6371  -2.1181
C  0.1643  -3.6997  -1.6956
H  -2.3229  -3.0001  0.1778
H  -1.3299  -4.4867  0.3516
H  1.4221  -4.3114  0.6133
H  1.1417  -2.9843  1.8025
H  -1.3258  -3.2260  1.6338
H  2.2832  -2.7448  0.4453
C  1.0507  0.0975  0.9603
O  2.1153  0.1933  1.4180
O  -0.3894  2.4858  2.8881
C  -0.5306  1.3454  3.3357
C  -0.9113  1.0730  4.7801
C  -0.8482  -0.4308  4.9029
C  -0.4273  -0.8937  3.5014
O  -0.1805  -2.0766  3.2406
N  -0.3530  0.1734  2.6366
H  -0.1990  1.5694  5.4547
H  -1.9220  1.4510  4.9889
H  -0.1009  -0.7597  5.6382
H  -1.8243  -0.8612  5.1640

**DFT total energy**: -2180.62747 Eh
**HOMO-LUMO gap (alpha / beta)**: 3.99 / 3.92 eV
**Multiplicity**: 1
**Max |F|**: 3.97 eV/Å
**Energy relative to the best compared isomer or geometry (same formula, charge and spin)**: 117.4 kcal per mole
**LUMO level (alpha / beta)**: -10.62 / -10.73 eV
**HOMO level (alpha / beta)**: -14.610 / -14.652 eV
**Net charge**: +2

***

[2]
The following is a DFT calculation (the ωB97M-V functional and the def2-TZVPD basis) of a cluster of 5 separate species, C13H25FN2O11S2 in total.

Positions of all 54 atoms, in Å:
O  -13.4229  -5.1985  8.4823
C  -14.3568  -5.7656  8.9355
O  -14.5165  -6.0704  10.2213
C  -15.6020  -6.9269  10.4144
C  -16.4911  -6.5635  9.2189
F  -17.4170  -5.6165  9.5394
O  -15.5649  -6.0257  8.2921
H  -15.3134  -7.9790  10.4086
H  -16.1567  -6.7513  11.3340
H  -17.0139  -7.4287  8.8088
C  -11.5891  -2.9405  9.9236
N  -12.1251  -1.9979  10.9362
O  -11.3671  -1.4007  11.6494
O  -13.3229  -1.9422  11.0379
H  -10.5521  -2.6782  9.7357
H  -12.1217  -2.8012  8.9903
H  -11.6862  -3.9524  10.2988
C  -9.2740  -3.1301  5.1326
N  -9.9955  -3.4048  6.4196
O  -9.3955  -4.0920  7.2200
O  -11.1107  -2.9982  6.6123
H  -8.5600  -3.9401  5.0564
H  -8.7555  -2.1831  5.2550
H  -10.0160  -3.0826  4.3445
O  -14.3785  0.5684  6.1274
S  -15.0392  -0.1034  7.2299
O  -14.9823  0.4804  8.5549
C  -16.8024  -0.4754  6.8579
C  -16.9152  -1.8084  7.6412
C  -15.7359  -2.6503  7.0887
C  -14.4840  -1.8642  7.3391
H  -16.9342  -0.7183  5.8054
H  -17.3675  0.4069  7.1395
H  -16.8778  -1.6133  8.7169
H  -17.9097  -2.2561  7.5886
H  -15.8575  -2.7273  6.0050
H  -15.8386  -3.6265  7.5534
H  -13.6535  -1.8899  6.6390
H  -14.1499  -2.1037  8.3493
O  -3.2060  -2.7226  8.7431
S  -4.1140  -2.0651  9.6507
O  -3.8695  -0.7051  10.0942
C  -5.8794  -2.1090  8.9971
C  -6.6514  -2.6169  10.2389
C  -5.8255  -3.7998  10.7209
C  -4.4576  -3.1365  11.0916
H  -5.8085  -2.8809  8.2344
H  -6.0776  -1.1096  8.6289
H  -6.6697  -1.9007  11.0641
H  -7.6820  -2.7545  9.9150
H  -5.4772  -4.3236  9.8188
H  -6.1657  -4.4961  11.4774
H  -3.6509  -3.7196  11.5236
H  -4.7665  -2.4804  11.9159

**DFT total energy**: -2343.49341 Eh
**HOMO-LUMO gap**: 9.90 eV
**Multiplicity**: 1
**Max |F|**: 2.68 eV/Å
**Energy relative to the best compared isomer or geometry (same formula, charge and spin)**: 0.0 kcal per mole
**LUMO level**: -0.07 eV
**HOMO level**: -9.962 eV
**Structure (SMILES)**: O=C1OC[C@@H](F)O1.C[N+](=O)[O-].C[N+](=O)[O-].O=S1(=O)CCCC1.O=S1(=O)CCCC1